{
  "formula": "C2H3ClF2O",
  "method": "ωB97M-V/def2-TZVPD",
  "e_above_lowest_kcal_mol": 28.5,
  "largest_force_ev_per_a": 5.28,
  "mol_weight_g_mol": 116.5,
  "smiles": "COC(F)(F)Cl",
  "e_tot_ha": -813.1200,
  "orbital_gap_ev": 11.19,
  "e_lumo_ev": 0.732,
  "charge": 0,
  "symbols": ["C", "O", "C", "F", "F", "Cl", "H", "H", "H"],
  "positions_angstrom": [[-0.9171, -0.9432, 0.1067], [-0.6321, 0.3709, 0.4479], [0.8901, 1.0176, -0.0117], [1.7931, 0.2527, 0.5777], [0.9367, 2.2287, 0.4628], [1.0082, 0.9212, -1.7424], [-0.0625, -1.6118, 0.2151], [-1.3391, -1.0107, -0.8997], [-1.6773, -1.2255, 0.8437]]
}

{
  "formula": "C2H3ClFN",
  "method": "ωB97M-V/def2-TZVPD",
  "e_above_lowest_kcal_mol": 91.2,
  "largest_force_ev_per_a": 9.30,
  "mol_weight_g_mol": 95.5,
  "smiles": "C=N[C@@H](F)Cl",
  "e_tot_ha": -692.6423,
  "orbital_gap_ev": [9.19, 8.31],
  "e_lumo_ev": [-1.237, -1.997],
  "charge": 0,
  "symbols": ["C", "N", "C", "F", "Cl", "H", "H", "H"],
  "positions_angstrom": [[0.8849, -0.0266, -0.2066], [-0.4335, 0.7567, 0.5495], [-1.3731, 0.0133, 1.0554], [-1.6158, -1.2579, 0.5950], [-1.2446, -0.3309, 2.9307], [1.6037, 0.6938, -0.6188], [0.8470, -1.2124, -0.0209], [-2.5065, 0.4720, 1.0696]]
}

{
  "formula": "C2H3ClN2",
  "method": "ωB97M-V/def2-TZVPD",
  "e_above_lowest_kcal_mol": 97.0,
  "largest_force_ev_per_a": 3.26,
  "mol_weight_g_mol": 90.5,
  "e_tot_ha": -647.5672,
  "orbital_gap_ev": [8.39, 8.39],
  "e_lumo_ev": [-0.175, -0.173],
  "charge": 0,
  "symbols": ["C", "C", "N", "N", "Cl", "H", "H", "H"],
  "positions_angstrom": [[-1.8321, -0.2109, 0.2314], [1.2051, 0.0054, 0.0737], [0.3018, -0.6444, -0.7781], [-0.8732, -0.2910, -0.4810], [-3.2490, 0.5643, 0.0320], [1.6854, -0.6157, 0.7286], [0.8001, 0.7524, 0.7318], [1.9618, 0.4400, -0.5384]]
}

{
  "formula": "C2H3ClN2",
  "method": "ωB97M-V/def2-TZVPD",
  "e_above_lowest_kcal_mol": 107.5,
  "largest_force_ev_per_a": 2.57,
  "mol_weight_g_mol": 90.5,
  "e_tot_ha": -647.5505,
  "orbital_gap_ev": [8.60, 8.57],
  "e_lumo_ev": [-1.298, -1.314],
  "charge": 0,
  "symbols": ["C", "C", "N", "N", "Cl", "H", "H", "H"],
  "positions_angstrom": [[-0.6503, 1.7839, 0.7640], [-0.4695, 0.4160, 1.0945], [-0.6694, 2.8709, 0.4369], [-2.8215, -0.9065, -0.3841], [-4.2225, -0.4412, -0.7301], [-1.2738, 0.0382, 1.7627], [0.5217, 0.3420, 1.6132], [-0.5295, -0.3063, 0.2339]]
}